No. 1
This record from OMol25 describes C32H33BF3IrN6O6S3 as an isolated structure in a non-equilibrium geometry. The level of theory is wB97M-V/def2-TZVPD.

Each line ends with the Mulliken spin population.
Element x y z (Å)
Ir: 2.316 -1.082 -0.402  -0.003
C: 7.700 -1.126 0.083  0.000
S: 6.838 -2.633 -0.414  0.006
C: 5.196 -2.063 -0.744  0.024
S: 4.589 -0.502 -0.096  0.002
N: 4.443 -2.821 -1.431  -0.014
N: 3.138 -2.499 -1.493  0.018
C: 2.387 -3.207 -2.448  0.094
C: 0.939 -3.032 -2.100  -0.016
C: -0.056 -3.876 -2.573  -0.014
C: -1.378 -3.585 -2.301  0.004
C: -1.687 -2.449 -1.566  0.004
C: -0.652 -1.673 -1.094  0.003
N: 0.630 -1.959 -1.343  0.010
H: 8.734 -1.430 0.238  0.000
H: 7.299 -0.735 1.016  0.000
H: 7.658 -0.372 -0.696  0.000
H: 2.671 -4.264 -2.452  -0.006
H: 0.218 -4.748 -3.149  -0.015
H: -2.165 -4.235 -2.662  0.000
H: -2.712 -2.176 -1.354  0.000
H: -0.834 -0.783 -0.506  0.001
F: -0.677 4.749 1.250  0.000
C: -0.980 3.516 1.705  0.000
C: -0.160 2.484 1.361  0.000
C: -0.399 1.205 1.861  -0.001
C: 0.548 0.131 1.575  0.001
O: 1.598 0.382 0.952  0.001
C: 0.244 -1.155 2.097  0.001
C: -0.859 -1.288 2.885  0.000
N: -1.726 -0.294 3.182  0.000
C: -2.780 -0.521 4.149  0.000
C: -4.209 -0.552 3.688  0.000
C: -3.524 -1.815 4.119  0.000
C: -1.504 0.984 2.686  0.000
C: -2.358 2.052 2.993  0.000
C: -2.103 3.331 2.533  0.000
N: -2.998 4.377 2.885  0.000
C: -2.905 5.691 2.244  0.000
C: -4.152 6.503 2.648  0.000
N: -5.210 5.526 3.072  0.000
C: -4.830 4.900 4.385  0.000
C: -3.340 4.536 4.296  0.000
C: 1.082 -2.420 1.885  -0.002
O: 0.754 -3.394 2.538  0.000
O: 2.066 -2.416 1.048  -0.002
H: 0.699 2.657 0.723  0.000
H: -1.053 -2.257 3.327  0.000
H: -2.573 -0.082 5.118  0.000
H: -4.393 -0.425 2.629  0.000
H: -4.961 -0.124 4.338  0.000
H: -3.270 -2.529 3.349  0.000
H: -3.788 -2.255 5.069  0.000
H: -3.243 1.866 3.585  0.000
H: -2.880 5.561 1.166  0.000
H: -2.015 6.251 2.539  0.000
H: -4.529 7.097 1.820  0.000
H: -3.968 7.160 3.494  0.000
H: -5.208 4.772 2.380  0.000
H: -6.137 5.945 3.107  0.000
H: -5.465 4.028 4.524  0.000
H: -5.032 5.617 5.178  0.000
H: -3.152 3.622 4.847  0.000
H: -2.728 5.323 4.753  0.000
C: 0.683 -4.445 -6.759  -0.011
C: 1.223 -3.379 -5.841  -0.089
C: 0.715 -2.057 -5.931  0.394
C: 1.247 -1.036 -5.132  -0.108
C: 2.207 -1.298 -4.193  0.272
C: 2.717 -2.679 -3.939  0.007
C: 2.201 -3.649 -4.940  0.303
S: 2.775 0.110 -3.328  0.016
O: 2.684 1.254 -4.171  0.009
O: 4.195 -0.244 -2.912  0.005
O: 1.997 0.230 -2.071  0.013
H: -0.364 -4.257 -6.998  -0.004
H: 0.761 -5.434 -6.307  -0.002
H: 1.236 -4.466 -7.701  0.000
H: -0.042 -1.820 -6.666  0.023
H: 0.921 -0.014 -5.279  0.003
H: 3.812 -2.687 -3.924  0.070
H: 2.621 -4.650 -4.888  0.000
F: 6.182 0.679 -2.079  0.000
B: 4.852 0.584 -1.839  0.000
F: 4.220 1.772 -1.601  0.000

Atomic forces in eV per Å
0.0 0.1 -1.4
-0.1 0.0 -0.1
-0.1 0.1 0.0
0.5 0.0 0.1
-0.4 0.0 0.3
-0.3 0.0 -0.1
0.2 -0.2 0.2
0.2 0.0 -0.1
-0.1 0.2 -0.2
0.0 0.1 -0.1
-0.1 0.0 0.0
0.0 0.0 -0.1
0.1 0.0 -0.1
-0.3 -0.3 0.7
0.0 0.0 0.0
0.0 0.0 0.0
0.0 0.0 0.0
-0.1 0.0 0.0
0.0 0.0 0.0
0.0 0.0 0.0
0.0 0.0 0.0
0.0 0.0 0.0
0.0 0.0 0.0
-0.1 0.0 0.1
0.1 0.0 -0.1
0.2 -0.1 0.2
0.3 -0.2 0.4
-0.5 0.7 -0.7
-0.2 -0.1 -0.2
0.1 -0.1 0.0
-0.1 0.1 0.1
0.0 0.0 -0.1
-0.1 0.0 0.0
0.0 0.0 0.0
-0.1 0.0 0.0
0.0 -0.1 0.0
0.0 0.1 -0.1
0.0 0.1 0.1
-0.1 -0.1 0.0
0.0 0.0 -0.1
0.2 0.0 0.0
0.0 -0.1 0.1
0.1 0.1 -0.1
0.0 0.0 0.0
0.0 0.0 0.0
0.2 -0.3 0.7
0.0 0.0 0.0
0.0 0.0 0.0
0.0 0.0 0.0
0.0 0.0 0.0
0.0 0.0 0.0
0.0 0.0 0.0
0.0 0.0 0.0
0.0 0.0 0.0
0.0 0.0 0.0
0.0 0.0 0.0
0.0 0.0 0.0
0.0 0.0 0.0
-0.1 0.0 0.0
0.0 0.0 0.0
0.0 0.0 0.0
0.0 0.0 0.0
0.0 0.0 0.0
0.0 0.0 0.0
0.1 0.0 0.0
-0.1 0.0 0.0
0.0 0.0 0.0
0.0 0.0 0.0
0.1 0.0 -0.2
-0.3 0.0 0.0
0.1 0.0 0.1
-0.2 0.0 0.2
-0.1 -0.1 0.0
0.3 0.3 -0.4
0.3 0.2 0.1
0.0 0.0 0.0
0.0 0.0 0.0
0.0 0.0 0.0
0.0 0.0 0.0
0.0 0.0 0.0
0.0 0.0 0.1
0.0 0.0 0.0
-0.1 -0.1 -0.1
0.1 0.0 0.6
0.1 -0.1 -0.1

Results
Energy relative to the best compared isomer or geometry (same formula, charge and spin): 1.044 eV
Net charge: +1
Gap between HOMO and LUMO (alpha / beta): 4.35 / 4.44 eV
Multiplicity: 2
Total energy: -99115.434 eV
Lowest unoccupied orbital energy (alpha / beta): -3.486 / -3.486 eV

***

No. 2
This record from OMol25 describes an isolated ion of composition C8H17Cl2N2 and charge +1 in a non-equilibrium geometry. The level of theory is wB97M-V/def2-TZVPD.

Each line ends with the natural charge from an NBO analysis.
Element x y z (Å)
C: -0.281 0.551 -1.501  -0.267
C: 0.926 -0.149 -0.952  -0.219
C: 0.876 -0.381 1.601  -0.451
C: -1.902 1.476 -0.002  0.077
C: 2.954 0.039 0.477  -0.386
C: 1.199 1.796 0.606  -0.464
C: -2.422 -0.709 -1.092  -0.275
C: -2.618 -1.719 0.055  -0.395
N: -1.580 0.456 -0.809  -0.459
N: 1.427 0.360 0.453  -0.219
Cl: -3.490 1.172 0.669  -0.013
Cl: -1.319 -2.868 0.134  -0.059
H: -0.112 1.672 -1.524  0.256
H: -0.091 0.307 -2.580  0.262
H: 0.920 -1.297 -0.807  0.262
H: 1.639 0.194 -1.665  0.230
H: 1.378 -0.225 2.570  0.247
H: 1.030 -1.481 1.591  0.246
H: -0.181 -0.149 1.744  0.239
H: 3.416 0.598 -0.251  0.221
H: 3.435 0.399 1.433  0.243
H: 2.920 -1.078 0.429  0.232
H: 1.708 2.149 -0.220  0.203
H: 0.163 2.109 0.450  0.280
H: 1.497 2.313 1.572  0.256
H: -3.466 -0.579 -1.412  0.255
H: -1.878 -1.339 -1.834  0.227
H: -3.455 -2.293 -0.210  0.232
H: -2.694 -1.324 1.076  0.238

Atomic forces in eV per Å
0.4 2.0 -0.3
-0.1 -1.2 2.5
-0.8 -1.6 1.5
-0.2 -1.0 -0.7
-1.9 -1.2 2.8
-0.8 1.3 1.4
0.3 -2.2 0.0
0.7 1.3 0.6
-0.5 -0.1 -0.3
1.5 -1.0 0.8
0.2 0.5 0.1
1.4 -1.0 0.1
0.2 -1.3 0.1
-1.9 -0.2 0.5
-0.3 1.9 -0.7
1.3 -0.3 -0.2
0.1 1.1 -0.6
-0.4 0.6 -1.1
0.1 -0.1 -0.2
1.0 0.6 -2.2
-1.0 -0.6 -0.7
0.9 1.1 -0.3
1.4 1.7 -1.4
-0.1 -0.6 0.2
0.2 -1.3 -1.1
0.7 1.1 -0.4
-0.6 0.8 0.1
-1.3 -0.6 0.0
-0.3 0.1 -0.6

Results
Energy relative to the best compared isomer or geometry (same formula, charge and spin): 0.710 eV
Net charge: +1
Gap between HOMO and LUMO: 9.86 eV
Multiplicity: 1
Total energy: -36586.925 eV
Lowest unoccupied orbital energy: -2.691 eV

***

No. 3
This record from OMol25 describes C3H6O9P2 as an isolated structure in a non-equilibrium geometry. The level of theory is wB97M-V/def2-TZVPD.

Each line ends with the natural charge from an NBO analysis.
Element x y z (Å)
O: -2.955 1.019 -1.041  -0.576
O: 1.745 -2.426 -0.801  -1.053
O: 0.492 -0.408 2.750  -1.123
O: -0.975 2.062 -0.957  -0.650
O: 1.245 -4.137 -0.267  -1.034
O: 2.411 -0.806 1.391  -0.945
O: -0.860 -2.609 -0.583  -0.766
O: 0.224 -0.001 0.329  -0.742
O: 0.449 -2.524 1.499  -0.938
C: -1.781 1.000 -0.724  0.767
C: -1.059 -1.294 -1.185  -0.099
C: -1.172 -0.250 -0.072  -0.040
P: 0.612 -2.832 0.033  2.487
P: 0.885 -0.989 1.458  2.455
H: -1.563 2.700 -1.412  0.507
H: 1.891 -3.532 -0.750  0.504
H: 2.476 -0.141 2.071  0.532
H: -2.014 -1.365 -1.789  0.236
H: -0.247 -1.036 -1.855  0.228
H: -1.804 -0.614 0.742  0.251

Atomic forces in eV per Å
1.2 -0.4 0.4
3.0 14.1 -3.1
-0.6 -0.4 0.1
-0.4 -0.9 0.1
-4.5 -12.4 4.4
1.3 -1.0 -2.0
1.3 0.8 0.1
-0.5 -2.3 -0.2
0.2 1.1 1.6
-1.1 0.9 0.0
-2.1 -0.6 -0.4
1.3 0.4 -1.2
-2.7 -4.2 -5.5
-1.6 6.1 5.2
0.4 -0.2 0.2
2.7 -2.0 -1.6
0.7 0.7 0.9
1.0 0.0 0.9
0.3 -0.1 0.0
0.1 0.3 0.0

Results
Energy relative to the best compared isomer or geometry (same formula, charge and spin): 4.433 eV
Gap between HOMO and LUMO: 10.11 eV
Multiplicity: 1
Total energy: -40213.579 eV
Lowest unoccupied orbital energy: -0.122 eV

***

No. 4
This record from OMol25 describes an isolated ion of composition C8H14NS2 and charge +1 in a non-equilibrium geometry. The level of theory is wB97M-V/def2-TZVPD.

Each line ends with the natural charge from an NBO analysis.
Element x y z (Å)
C: 2.636 -0.698 -0.180  -0.111
C: -1.714 1.139 -0.788  -0.288
C: -0.493 1.143 -0.049  -0.200
C: -2.675 2.010 -0.589  -0.040
C: 0.459 0.257 -0.484  -0.033
C: -4.102 1.769 -1.120  -0.650
C: 1.488 0.296 1.781  -0.439
C: 1.076 -3.207 0.750  -0.726
N: 1.670 0.042 0.389  -0.412
S: 0.181 -1.266 -1.374  0.183
S: 1.768 -2.506 -0.790  0.472
H: 3.455 -1.013 0.375  0.236
H: 2.900 -0.375 -1.179  0.232
H: -1.763 0.440 -1.565  0.204
H: -0.061 1.997 0.500  0.252
H: -2.524 2.849 0.006  0.197
H: -4.747 1.990 -0.332  0.229
H: -4.161 0.704 -1.128  0.218
H: -4.376 2.311 -2.019  0.241
H: 0.360 0.244 1.824  0.233
H: 1.889 1.246 2.155  0.229
H: 1.928 -0.436 2.523  0.224
H: 1.784 -3.927 1.179  0.257
H: 0.212 -3.750 0.406  0.262
H: 0.946 -2.471 1.443  0.229

Atomic forces in eV per Å
-0.9 0.8 -0.9
0.5 0.9 1.0
2.7 -0.2 -2.4
-2.5 -0.5 -1.4
1.7 -0.6 3.8
2.4 0.0 0.2
-1.3 -0.7 2.1
1.5 -2.2 -1.9
-0.6 0.5 -2.2
-0.2 -0.6 -1.0
-1.0 0.9 0.3
1.3 -0.3 1.3
0.1 -0.2 -0.2
-0.6 -1.3 -0.8
-0.9 -0.4 0.1
0.3 1.3 1.3
-1.3 1.0 1.2
-0.4 -0.8 -1.1
0.0 -0.2 -0.1
1.3 0.3 1.1
-0.3 0.1 -0.6
-0.3 0.2 -1.3
0.0 0.1 -0.4
-0.5 0.1 0.3
-0.9 2.1 1.7

Results
Energy relative to the best compared isomer or geometry (same formula, charge and spin): 1.851 eV
Net charge: +1
Gap between HOMO and LUMO: 7.56 eV
Multiplicity: 1
Total energy: -31673.883 eV
Lowest unoccupied orbital energy: -4.211 eV

***

> What is the energy relative to the best compared isomer or geometry (same formula, charge and spin) in the second record?

0.710 eV

***

Copy entry 4 word for word.
This record from OMol25 describes an isolated ion of composition C8H14NS2 and charge +1 in a non-equilibrium geometry. The level of theory is wB97M-V/def2-TZVPD.

Each line ends with the natural charge from an NBO analysis.
Element x y z (Å)
C: 2.636 -0.698 -0.180  -0.111
C: -1.714 1.139 -0.788  -0.288
C: -0.493 1.143 -0.049  -0.200
C: -2.675 2.010 -0.589  -0.040
C: 0.459 0.257 -0.484  -0.033
C: -4.102 1.769 -1.120  -0.650
C: 1.488 0.296 1.781  -0.439
C: 1.076 -3.207 0.750  -0.726
N: 1.670 0.042 0.389  -0.412
S: 0.181 -1.266 -1.374  0.183
S: 1.768 -2.506 -0.790  0.472
H: 3.455 -1.013 0.375  0.236
H: 2.900 -0.375 -1.179  0.232
H: -1.763 0.440 -1.565  0.204
H: -0.061 1.997 0.500  0.252
H: -2.524 2.849 0.006  0.197
H: -4.747 1.990 -0.332  0.229
H: -4.161 0.704 -1.128  0.218
H: -4.376 2.311 -2.019  0.241
H: 0.360 0.244 1.824  0.233
H: 1.889 1.246 2.155  0.229
H: 1.928 -0.436 2.523  0.224
H: 1.784 -3.927 1.179  0.257
H: 0.212 -3.750 0.406  0.262
H: 0.946 -2.471 1.443  0.229

Atomic forces in eV per Å
-0.9 0.8 -0.9
0.5 0.9 1.0
2.7 -0.2 -2.4
-2.5 -0.5 -1.4
1.7 -0.6 3.8
2.4 0.0 0.2
-1.3 -0.7 2.1
1.5 -2.2 -1.9
-0.6 0.5 -2.2
-0.2 -0.6 -1.0
-1.0 0.9 0.3
1.3 -0.3 1.3
0.1 -0.2 -0.2
-0.6 -1.3 -0.8
-0.9 -0.4 0.1
0.3 1.3 1.3
-1.3 1.0 1.2
-0.4 -0.8 -1.1
0.0 -0.2 -0.1
1.3 0.3 1.1
-0.3 0.1 -0.6
-0.3 0.2 -1.3
0.0 0.1 -0.4
-0.5 0.1 0.3
-0.9 2.1 1.7

Results
Energy relative to the best compared isomer or geometry (same formula, charge and spin): 1.851 eV
Net charge: +1
Gap between HOMO and LUMO: 7.56 eV
Multiplicity: 1
Total energy: -31673.883 eV
Lowest unoccupied orbital energy: -4.211 eV

***

Please write out number 2 again, unchanged.
This record from OMol25 describes an isolated ion of composition C8H17Cl2N2 and charge +1 in a non-equilibrium geometry. The level of theory is wB97M-V/def2-TZVPD.

Each line ends with the natural charge from an NBO analysis.
Element x y z (Å)
C: -0.281 0.551 -1.501  -0.267
C: 0.926 -0.149 -0.952  -0.219
C: 0.876 -0.381 1.601  -0.451
C: -1.902 1.476 -0.002  0.077
C: 2.954 0.039 0.477  -0.386
C: 1.199 1.796 0.606  -0.464
C: -2.422 -0.709 -1.092  -0.275
C: -2.618 -1.719 0.055  -0.395
N: -1.580 0.456 -0.809  -0.459
N: 1.427 0.360 0.453  -0.219
Cl: -3.490 1.172 0.669  -0.013
Cl: -1.319 -2.868 0.134  -0.059
H: -0.112 1.672 -1.524  0.256
H: -0.091 0.307 -2.580  0.262
H: 0.920 -1.297 -0.807  0.262
H: 1.639 0.194 -1.665  0.230
H: 1.378 -0.225 2.570  0.247
H: 1.030 -1.481 1.591  0.246
H: -0.181 -0.149 1.744  0.239
H: 3.416 0.598 -0.251  0.221
H: 3.435 0.399 1.433  0.243
H: 2.920 -1.078 0.429  0.232
H: 1.708 2.149 -0.220  0.203
H: 0.163 2.109 0.450  0.280
H: 1.497 2.313 1.572  0.256
H: -3.466 -0.579 -1.412  0.255
H: -1.878 -1.339 -1.834  0.227
H: -3.455 -2.293 -0.210  0.232
H: -2.694 -1.324 1.076  0.238

Atomic forces in eV per Å
0.4 2.0 -0.3
-0.1 -1.2 2.5
-0.8 -1.6 1.5
-0.2 -1.0 -0.7
-1.9 -1.2 2.8
-0.8 1.3 1.4
0.3 -2.2 0.0
0.7 1.3 0.6
-0.5 -0.1 -0.3
1.5 -1.0 0.8
0.2 0.5 0.1
1.4 -1.0 0.1
0.2 -1.3 0.1
-1.9 -0.2 0.5
-0.3 1.9 -0.7
1.3 -0.3 -0.2
0.1 1.1 -0.6
-0.4 0.6 -1.1
0.1 -0.1 -0.2
1.0 0.6 -2.2
-1.0 -0.6 -0.7
0.9 1.1 -0.3
1.4 1.7 -1.4
-0.1 -0.6 0.2
0.2 -1.3 -1.1
0.7 1.1 -0.4
-0.6 0.8 0.1
-1.3 -0.6 0.0
-0.3 0.1 -0.6

Results
Energy relative to the best compared isomer or geometry (same formula, charge and spin): 0.710 eV
Net charge: +1
Gap between HOMO and LUMO: 9.86 eV
Multiplicity: 1
Total energy: -36586.925 eV
Lowest unoccupied orbital energy: -2.691 eV

***

> The highest total energy belongs to which entry?

C8H14NS2